157
Properties=species:S:1:pos:R:3 method="wB97M-V/def2-TZVPD" multiplicity=1 orbital_gap_ev=4.984 largest_force_ev_per_a=10.0 homo_energy_ev=-6.85
C 1.6797 -5.1187 -1.4511
C 2.5067 -4.3032 -2.2025
C 2.3458 -2.7761 -2.1240
C 1.3080 -2.3053 -3.0229
C 1.0449 -0.8901 -3.0563
C 1.8035 0.0602 -2.2600
C 1.3434 1.5067 -2.4471
F -0.0174 1.6667 -2.3589
F 1.7781 2.4503 -1.5709
F 1.7876 1.9263 -3.6720
C 2.8760 -0.4253 -1.4174
C 3.7143 0.6392 -0.6796
F 4.9737 0.2206 -0.2895
F 4.0964 1.5562 -1.6615
C 3.0908 1.3003 0.5970
F 1.7384 1.2035 0.7004
F 3.5516 0.5647 1.6709
C 3.6244 2.7664 0.9349
F 4.9093 2.9417 0.5853
F 3.6206 2.8543 2.3027
F 2.8042 3.7457 0.5186
C 3.1281 -1.8598 -1.3154
C 4.2166 -2.4329 -0.3780
F 4.1571 -1.8805 0.8802
F 4.0030 -3.7742 -0.0476
C 5.6918 -2.4128 -0.9727
F 6.4984 -1.9477 0.0315
F 5.7325 -1.6307 -2.0779
C 6.2529 -3.8189 -1.3632
F 5.4852 -4.5069 -2.2303
F 6.6191 -4.5654 -0.2957
F 7.4248 -3.5863 -2.0360
C -0.0863 -0.5237 -4.0549
O -0.0592 0.3656 -4.8625
C -1.3108 -1.4673 -3.9954
C -2.6495 -1.0051 -4.0217
C -3.7730 -1.9990 -3.9580
C -5.2102 -1.4245 -4.0464
C -6.2302 -1.9365 -2.9716
C -7.3557 -0.8481 -2.8118
C -8.7993 -1.4360 -2.6852
N -9.1098 -1.9629 -1.3521
C -8.3891 -2.9520 -0.7431
C -8.8981 -3.2828 0.5463
C -10.0809 -2.3990 0.6735
C -10.1596 -1.6206 -0.5105
C -3.4608 -3.4083 -3.8648
S -4.7648 -4.6716 -3.8170
C -2.0870 -3.8886 -3.8278
C -1.6574 -5.3662 -3.7069
C -1.0510 -2.9036 -3.9121
C 0.4540 -3.2639 -3.9127
O 0.8995 -4.1529 -4.5860
H 1.7157 -5.0584 -0.3464
H 0.9695 -5.7695 -2.0081
H 3.2366 -4.7810 -2.8815
H -2.8733 0.0739 -4.1098
H -5.1256 -0.3180 -3.9045
H -5.5850 -1.5550 -5.0919
H -5.7721 -2.2663 -2.0223
H -6.7280 -2.8373 -3.4103
H -7.1477 -0.1872 -1.9414
H -7.3673 -0.2006 -3.7246
H -9.5627 -0.6424 -2.8804
H -9.0056 -2.2273 -3.4485
H -7.4959 -3.4888 -1.0895
H -8.4934 -4.0263 1.2464
H -10.7540 -2.3555 1.5387
H -10.9078 -0.8545 -0.7754
H -4.3419 -5.4640 -2.7816
H -1.0010 -5.4322 -2.8007
H -1.0105 -5.6555 -4.5640
H -2.4890 -6.0714 -3.5325
C 2.2311 5.1979 4.3096
C 1.6528 6.0376 5.3818
N 1.1867 6.7270 6.2362
H 2.6130 4.2738 4.7439
H 1.4617 4.9527 3.5776
H 3.0529 5.7172 3.8009
C -6.1926 -6.6593 -0.2459
C -5.6619 -5.3103 -0.5180
N -5.2514 -4.2584 -0.7298
H -7.2363 -6.5901 0.0590
H -6.1234 -7.2726 -1.1440
H -5.6176 -7.1282 0.5514
C -8.9387 -0.5275 4.3527
C -9.7282 -1.7269 4.0177
N -10.3420 -2.6609 3.7569
H -9.4879 0.3681 4.0660
H -8.7452 -0.4996 5.4242
H -7.9897 -0.5498 3.8187
C -1.9399 -0.6497 0.2060
C -3.0748 -0.6232 -0.7356
N -3.9551 -0.6026 -1.4723
H -2.2969 -0.4777 1.2204
H -1.4457 -1.6201 0.1614
H -1.2234 0.1286 -0.0569
C 1.5430 10.9621 6.3244
C 1.5606 9.4870 6.3895
N 1.5746 8.3305 6.4482
H 0.5900 11.3388 6.6956
H 2.3479 11.3661 6.9366
H 1.6839 11.2897 5.2949
C 0.8364 -6.0847 -7.7397
C 0.1267 -7.2736 -7.2301
N -0.4271 -8.1980 -6.8334
H 1.8350 -6.3631 -8.0735
H 0.2880 -5.6569 -8.5779
H 0.9202 -5.3377 -6.9504
C 1.1300 -6.7245 3.0072
C 0.0133 -6.7646 2.0416
N -0.8626 -6.8023 1.2983
H 0.7445 -6.5516 4.0108
H 1.6685 -7.6715 2.9906
H 1.8165 -5.9198 2.7458
C 6.0436 -6.5340 2.4185
C 5.2546 -7.6785 2.9117
N 4.6360 -8.5724 3.2825
H 7.0372 -6.8674 2.1221
H 5.5459 -6.0897 1.5571
H 6.1392 -5.7829 3.2013
C 2.0183 2.4090 -6.8082
C 2.5197 2.5700 -8.1872
N 2.9099 2.6953 -9.2598
H 1.7397 1.3710 -6.6333
H 2.7925 2.6941 -6.0973
H 1.1448 3.0409 -6.6553
C 3.8058 9.8500 2.7180
C 4.1944 10.9900 3.5716
N 4.5116 11.8848 4.2248
H 4.0342 10.0723 1.6777
H 4.3516 8.9569 3.0197
H 2.7380 9.6629 2.8135
C 1.4335 6.3197 -1.0598
C 1.8308 7.4413 -0.1886
N 2.1401 8.3220 0.4799
H 1.6733 6.5567 -2.0954
H 1.9668 5.4165 -0.7687
H 0.3622 6.1432 -0.9741
C 6.7340 11.5844 6.6371
C 8.1486 11.1639 6.6084
N 9.2490 10.8363 6.5860
H 6.2394 11.1578 7.5093
H 6.6711 12.6703 6.6880
H 6.2266 11.2425 5.7384
C 1.5466 12.0973 10.5310
C 0.4159 12.0555 9.5837
N -0.4646 12.0230 8.8474
H 1.1808 12.3139 11.5335
H 2.0582 11.1357 10.5383
H 2.2501 12.8736 10.2329
C 4.4177 -8.9563 -0.3636
C 3.3345 -8.8898 -1.3640
N 2.4914 -8.8379 -2.1419
H 4.0157 -8.7633 0.6301
H 4.8747 -9.9446 -0.3761
H 5.1781 -8.2097 -0.5920